1 | Molecular formula: C44H66O33
Method: DFT, ωB97M-V/def2-TZVPD

```
143
Properties=species:S:1:pos:R:3
C 6.02 -3.96 0.51
C 5.63 -2.94 -0.53
C 6.61 -1.82 -0.94
O 6.67 -1.91 -2.37
C 5.96 -2.98 -2.81
O 5.79 -3.23 -3.96
O 5.52 -3.69 -1.78
H 5.72 -3.61 1.49
H 7.11 -4.07 0.45
H 5.68 -4.97 0.29
H 4.60 -2.58 -0.55
H 7.59 -1.87 -0.47
H 6.17 -0.93 -0.50
C 3.02 4.06 1.97
C 3.77 3.76 3.27
C 4.85 2.68 3.09
O 5.86 3.10 4.00
C 5.73 4.43 4.22
O 6.53 5.11 4.77
O 4.58 4.87 3.69
H 2.91 3.16 1.36
H 3.61 4.80 1.43
H 2.04 4.43 2.25
H 3.06 3.51 4.06
H 5.30 2.70 2.09
H 4.58 1.64 3.27
C -2.09 -3.43 -0.20
C -3.32 -2.61 -0.44
C -3.02 -1.14 -0.84
O -4.00 -0.96 -1.85
C -4.63 -2.10 -2.21
O -5.56 -2.14 -2.94
O -4.14 -3.12 -1.50
H -1.45 -3.50 -1.07
H -2.30 -4.44 0.13
H -1.57 -2.97 0.65
H -4.01 -2.62 0.41
H -1.98 -1.01 -1.15
H -3.07 -0.42 -0.03
C -6.19 4.17 -1.06
C -5.47 3.81 0.23
C -5.49 2.26 0.38
O -4.16 1.90 0.53
C -3.34 2.93 0.26
O -2.16 2.85 0.19
O -4.07 4.07 0.09
H -5.63 3.60 -1.82
H -6.08 5.23 -1.30
H -7.22 3.83 -1.17
H -5.90 4.21 1.14
H -6.07 1.74 -0.38
H -6.13 2.19 1.26
C 0.71 0.87 0.07
C 1.01 0.11 1.33
C 1.08 -1.43 1.25
O 2.48 -1.66 1.28
C 3.19 -0.58 1.65
O 4.37 -0.59 1.83
O 2.36 0.48 1.65
H 1.47 0.60 -0.67
H 0.83 1.95 0.08
H -0.33 0.75 -0.23
H 0.38 0.37 2.19
H 0.63 -1.82 0.34
H 0.62 -1.87 2.14
C 1.47 -3.03 -6.43
C 1.04 -2.21 -5.22
C -0.39 -2.45 -4.73
O -0.25 -2.43 -3.30
C 1.06 -2.66 -3.00
O 1.44 -2.91 -1.91
O 1.79 -2.76 -4.12
H 2.54 -2.87 -6.50
H 0.89 -2.84 -7.33
H 1.35 -4.08 -6.19
H 1.19 -1.13 -5.28
H -0.81 -3.39 -5.09
H -1.02 -1.66 -5.14
C -1.70 0.94 -3.31
C -2.41 2.14 -3.91
C -1.67 3.50 -3.88
O -1.79 3.97 -5.23
C -2.38 3.05 -6.01
O -2.41 3.05 -7.20
O -2.64 1.94 -5.29
H -0.67 0.86 -3.65
H -2.23 0.03 -3.60
H -1.61 0.96 -2.23
H -3.32 2.20 -3.31
H -0.64 3.59 -3.54
H -2.25 4.18 -3.25
C -0.56 3.95 3.56
C -1.73 4.19 4.49
C -2.14 5.59 4.88
O -3.54 5.56 4.55
C -3.83 4.42 3.88
O -4.78 4.34 3.18
O -2.90 3.44 4.10
H 0.37 4.44 3.85
H -0.75 4.47 2.61
H -0.44 2.91 3.28
H -1.44 3.71 5.44
H -1.55 6.29 4.29
H -2.11 5.76 5.95
C -0.61 -6.65 4.58
C -0.90 -5.56 3.56
C 0.38 -4.83 3.14
O 0.51 -5.15 1.72
C -0.48 -5.99 1.35
O -0.63 -6.47 0.29
O -1.32 -6.22 2.38
H 0.22 -7.30 4.33
H -1.46 -7.30 4.79
H -0.52 -6.17 5.56
H -1.58 -4.83 3.99
H 1.32 -5.19 3.56
H 0.22 -3.76 3.24
C 4.99 0.27 -5.38
C 3.82 0.20 -4.43
C 4.19 -0.06 -2.96
O 3.35 0.89 -2.26
C 2.61 1.61 -3.14
O 1.68 2.31 -2.94
O 2.99 1.35 -4.42
H 5.59 -0.64 -5.29
H 5.70 1.07 -5.15
H 4.64 0.36 -6.41
H 3.18 -0.62 -4.76
H 5.22 0.28 -2.92
H 4.10 -1.10 -2.69
C -2.55 -1.28 3.74
C -3.43 -0.12 3.34
C -4.79 -0.48 2.73
O -5.74 0.37 3.34
C -5.16 0.92 4.46
O -5.80 1.33 5.37
O -3.87 0.56 4.53
H -2.53 -1.98 2.90
H -2.91 -1.74 4.66
H -1.51 -1.00 3.91
H -2.89 0.52 2.64
H -5.06 -1.50 3.02
H -4.81 -0.36 1.65
```

Output
HOMO-LUMO gap in eV: 10.6
2S+1: 1
SMILES: C[C@H]1COC(=O)O1.C[C@H]1COC(=O)O1.C[C@H]1COC(=O)O1.C[C@H]1COC(=O)O1.C[C@H]1COC(=O)O1.C[C@H]1COC(=O)O1.C[C@H]1COC(=O)O1.C[C@H]1COC(=O)O1.C[C@H]1COC(=O)O1.C[C@H]1COC(=O)O1.C[C@H]1COC(=O)O1
HOMO in Ha: -0.401

***

2 | Molecular formula: C44H66O33
Method: DFT, ωB97M-V/def2-TZVPD

```
143
Properties=species:S:1:pos:R:3
C 0.43 2.53 3.52
C 0.26 3.52 4.61
C 1.02 3.24 5.92
O 1.73 4.39 6.18
C 1.81 5.18 5.16
O 2.46 6.27 5.17
O 0.95 4.71 4.20
H 0.01 2.94 2.60
H -0.10 1.61 3.72
H 1.47 2.38 3.24
H -0.80 3.77 4.74
H 1.71 2.42 5.70
H 0.24 3.01 6.63
C 2.04 -4.02 -5.95
C 2.67 -2.88 -5.15
C 2.77 -1.58 -5.91
O 1.95 -0.72 -5.14
C 1.63 -1.27 -3.99
O 1.03 -0.71 -3.01
O 1.99 -2.57 -4.01
H 2.53 -4.23 -6.90
H 1.07 -3.75 -6.35
H 1.94 -4.91 -5.34
H 3.68 -3.22 -4.90
H 2.32 -1.65 -6.90
H 3.78 -1.19 -5.96
C 4.34 7.58 -0.30
C 3.89 6.51 0.73
C 2.61 6.89 1.48
O 1.95 5.66 1.61
C 2.29 4.96 0.59
O 1.77 3.92 0.30
O 3.35 5.49 -0.01
H 3.47 8.22 -0.46
H 4.68 7.15 -1.24
H 5.03 8.25 0.21
H 4.64 6.10 1.40
H 2.01 7.68 1.03
H 3.07 7.15 2.43
C -5.55 -1.36 1.67
C -5.16 0.15 1.57
C -6.05 1.03 2.35
O -5.13 1.72 3.24
C -3.88 1.28 3.06
O -2.98 1.70 3.73
O -3.87 0.40 2.11
H -6.61 -1.50 1.43
H -5.35 -1.72 2.68
H -4.94 -1.85 0.91
H -5.22 0.46 0.52
H -6.73 0.36 2.87
H -6.67 1.65 1.71
C 0.46 -5.09 -0.01
C 1.93 -4.70 -0.32
C 2.92 -5.67 0.17
O 3.83 -5.84 -0.97
C 3.36 -5.20 -2.06
O 3.96 -5.00 -3.09
O 2.17 -4.68 -1.73
H -0.15 -4.22 -0.26
H 0.28 -5.31 1.04
H 0.07 -5.91 -0.61
H 2.08 -3.69 0.07
H 2.62 -6.59 0.68
H 3.43 -5.09 0.94
C -1.65 3.85 -1.41
C -0.80 4.88 -2.10
C 0.22 4.31 -3.09
O -0.06 5.08 -4.25
C -1.24 5.79 -4.11
O -1.72 6.62 -4.92
O -1.68 5.69 -2.85
H -0.99 3.18 -0.84
H -2.27 3.20 -2.02
H -2.33 4.39 -0.75
H -0.21 5.46 -1.38
H 0.15 3.23 -3.19
H 1.24 4.41 -2.71
C 0.70 0.46 0.97
C -0.78 0.07 0.98
C -1.42 0.10 -0.42
O -2.08 -1.11 -0.55
C -1.84 -1.88 0.57
O -2.19 -3.04 0.77
O -0.93 -1.27 1.38
H 0.83 1.49 0.66
H 1.12 -0.24 0.24
H 1.14 0.21 1.93
H -1.27 0.67 1.75
H -0.61 0.40 -1.08
H -2.10 0.96 -0.43
C -2.05 -2.30 4.91
C -1.38 -2.02 6.24
C 0.00 -1.40 6.22
O -0.15 -0.01 6.34
C -1.33 0.25 6.87
O -1.82 1.38 7.15
O -2.08 -0.90 6.84
H -1.39 -2.10 4.07
H -2.99 -1.77 4.77
H -2.31 -3.36 4.83
H -1.45 -2.79 7.01
H 0.55 -1.71 5.33
H 0.59 -1.66 7.09
C 7.36 -3.65 0.62
C 6.06 -3.71 1.47
C 6.11 -3.07 2.87
O 5.08 -2.11 2.84
C 4.40 -2.19 1.76
O 3.38 -1.56 1.52
O 4.96 -3.00 0.88
H 8.17 -4.25 1.02
H 7.65 -2.60 0.66
H 7.26 -3.80 -0.45
H 5.72 -4.72 1.73
H 7.03 -2.55 3.14
H 5.93 -3.83 3.62
C -1.56 -3.11 -3.45
C -2.41 -4.28 -2.83
C -3.74 -3.84 -2.24
O -4.66 -4.85 -2.68
C -4.11 -5.65 -3.63
O -4.70 -6.53 -4.24
O -2.85 -5.27 -3.78
H -2.21 -2.75 -4.25
H -0.61 -3.28 -3.95
H -1.50 -2.20 -2.85
H -1.90 -4.63 -1.94
H -4.15 -2.98 -2.77
H -3.65 -3.61 -1.18
C -3.51 2.62 -5.42
C -3.92 1.41 -4.64
C -2.77 0.82 -3.84
O -3.33 0.80 -2.56
C -4.49 1.47 -2.51
O -5.18 1.63 -1.50
O -4.74 1.97 -3.67
H -4.38 3.27 -5.56
H -3.12 2.26 -6.37
H -2.76 3.19 -4.87
H -4.51 0.66 -5.17
H -1.83 1.38 -3.76
H -2.46 -0.16 -4.18
```

Output
HOMO-LUMO gap in eV: 10.4
2S+1: 1
SMILES: C[C@H]1COC(=O)O1.C[C@H]1COC(=O)O1.C[C@H]1COC(=O)O1.C[C@H]1COC(=O)O1.C[C@H]1COC(=O)O1.C[C@H]1COC(=O)O1.C[C@H]1COC(=O)O1.C[C@H]1COC(=O)O1.C[C@H]1COC(=O)O1.C[C@H]1COC(=O)O1.C[C@H]1COC(=O)O1
HOMO in Ha: -0.384

***

Computed stability ranking, most favorable first: 1, 2

***

1 | Molecular formula: C6H10NO
Method: DFT, ωB97M-V/def2-TZVPD

```
18
Properties=species:S:1:pos:R:3
C -1.50 -1.00 1.62
C -0.71 -0.58 0.69
C 0.42 0.09 0.24
C 0.05 1.62 -0.50
C 0.67 2.73 0.07
O -0.63 1.43 -1.44
N -0.21 -0.95 -0.67
C 0.46 -2.15 -0.99
H -2.16 -1.94 1.47
H -1.66 -0.50 2.55
H 1.41 -0.02 0.55
H 1.64 2.80 -0.30
H 0.79 2.56 1.19
H 0.13 3.64 -0.09
H -0.73 -0.38 -1.42
H 0.54 -2.66 0.07
H -0.04 -2.72 -1.66
H 1.53 -1.98 -1.37
```

Output
Total charge: +1
HOMO-LUMO gap in eV: 11.0
2S+1: 1
SMILES: C=C1[C@H](C(C)=O)[N@H+]1C
HOMO in Ha: -0.521

***

2 | Molecular formula: C6H10NO
Method: DFT, ωB97M-V/def2-TZVPD

```
18
Properties=species:S:1:pos:R:3
C -3.53 -0.69 -0.27
C -2.55 -0.07 0.45
C -1.74 0.90 -0.05
C 1.94 1.02 0.68
C 2.81 0.02 0.14
C 0.47 -0.80 -0.24
N 1.49 0.21 -0.48
O -1.26 1.94 -0.25
H -4.06 -1.64 -0.03
H -3.91 -0.30 -1.23
H -2.26 -0.65 1.42
H 1.45 0.97 1.55
H 2.05 2.00 0.32
H 3.76 0.14 -0.49
H 3.02 -0.85 0.61
H 0.05 -1.22 -1.28
H 0.68 -1.52 0.56
H 1.58 0.54 -1.39
```

Output
Total charge: +1
HOMO-LUMO gap (spin up / spin down) in eV: 6.1 / 8.6
2S+1: 1
HOMO (spin up / spin down) in Ha: -0.396 / -0.456

***

Computed stability ranking, most favorable first: 1, 2